No. 1
Density functional theory data (ωB97M-V with the def2-TZVPD basis set) for C32H33F10N5O5SSc as an isolated structure.

- HOMO-LUMO gap: 7.07 eV
- 2S+1: 1
- Charge: -1
- HOMO energy: -4.8 eV
- LUMO: 2.3 eV

Each line ends with the Mulliken charge.
Positions of all 87 atoms, in Å:
Sc (-0.23, -0.18, 0.18)  -2.1266
S (4.69, -0.46, -1.63)  -0.3885
F (-4.58, -4.68, -2.71)  -0.3440
F (1.61, -2.12, -1.01)  -0.0856
F (-1.99, -4.58, -1.80)  -0.3244
F (1.96, -0.85, -6.25)  -0.3489
F (2.79, -3.31, -5.41)  -0.3564
F (-6.05, -2.38, -2.69)  -0.3248
F (-5.08, -0.09, -1.83)  -0.3613
F (0.90, 0.91, -4.60)  -0.4001
F (2.58, -3.91, -2.74)  -0.3383
F (-0.97, -2.25, -0.88)  0.2821
O (3.17, 1.85, 1.60)  -0.9238
O (0.48, -2.08, 1.32)  0.8054
O (-1.37, -0.54, 1.94)  -0.0837
O (-2.29, -1.89, 3.47)  -0.7764
O (1.32, 0.68, 1.28)  0.2112
N (0.75, 0.31, -1.70)  1.0797
N (5.07, 1.72, -3.09)  -0.5311
N (4.26, 2.08, -0.98)  -0.3057
N (-0.77, 2.10, -0.05)  1.1451
N (-2.28, -0.01, -0.75)  1.0592
C (-2.75, -3.48, -1.80)  -0.3126
C (-0.07, 3.08, 0.80)  -1.5045
C (1.68, 0.59, 4.36)  1.1237
C (-1.44, -1.61, 2.64)  -0.0163
C (2.34, 1.01, 1.96)  -0.0760
C (2.53, 0.32, 3.29)  0.7254
C (0.51, 1.53, 4.21)  -1.4080
C (3.59, -0.57, 3.43)  1.0057
C (-4.26, -1.17, -1.76)  0.3267
C (2.17, -2.73, -3.19)  -0.1408
C (1.88, -1.17, -4.95)  0.1820
C (-4.79, -2.36, -2.23)  0.0618
C (-2.95, -1.07, -1.25)  0.0005
C (3.78, -1.21, 4.66)  -1.1584
C (-0.33, -2.65, 2.38)  2.1598
C (1.35, -0.25, -4.06)  0.0737
C (-4.05, -3.53, -2.26)  0.6312
C (-2.25, -2.29, -1.33)  0.0522
C (3.16, -1.64, 7.06)  -1.5277
C (2.96, -0.94, 5.74)  0.8428
C (0.53, -2.83, 3.62)  -1.9620
C (2.30, -2.42, -4.53)  0.7418
C (1.92, -0.03, 5.58)  -0.7993
C (4.66, 1.19, -1.89)  0.5279
C (4.52, -0.86, 2.28)  -1.6493
C (-0.48, 2.40, -1.47)  -1.2392
C (0.84, 1.76, -1.87)  -0.6826
C (-3.03, 1.22, -0.56)  -1.2463
C (-0.94, -3.96, 1.93)  -1.9591
C (1.65, -1.79, -2.32)  -0.4286
C (1.22, -0.50, -2.68)  0.2457
C (-2.21, 2.18, 0.28)  -1.0005
H (-2.58, 3.21, 0.16)  0.4975
H (-0.20, 1.14, 3.47)  -0.0256
H (-0.48, 3.48, -1.63)  0.4284
H (3.24, -0.92, 7.88)  0.3344
H (1.07, 2.07, -2.88)  0.9540
H (1.18, -2.68, 1.04)  0.0744
H (-0.44, 4.09, 0.58)  0.3761
H (3.87, 1.79, -0.08)  0.1312
H (-0.01, 1.65, 5.16)  0.4951
H (5.03, -1.82, 2.43)  0.3560
H (5.18, 1.04, -3.82)  0.2682
H (4.59, -1.92, 4.76)  0.2918
H (-2.30, 1.90, 1.33)  0.3724
H (4.67, 2.60, -3.38)  0.2096
H (5.28, -0.08, 2.20)  0.3483
H (0.85, 2.51, 3.87)  0.3185
H (-0.17, -4.72, 1.80)  0.4696
H (-1.26, 1.96, -2.09)  0.3968
H (-0.25, 2.85, 1.84)  0.1954
H (4.01, -0.89, 1.32)  0.0709
H (-1.65, -4.30, 2.69)  0.3963
H (-3.28, 1.69, -1.52)  0.5078
H (1.31, -3.57, 3.43)  0.4711
H (-0.10, -3.19, 4.44)  0.4137
H (2.31, -2.29, 7.29)  0.2988
H (0.99, -1.89, 3.91)  0.1899
H (1.01, 3.03, 0.62)  0.3651
H (4.06, -2.25, 7.05)  0.3765
H (1.64, 2.14, -1.22)  -0.1158
H (-1.48, -3.84, 0.98)  0.2521
H (4.33, 3.07, -1.16)  0.1855
H (-3.98, 1.05, -0.04)  0.6017
H (1.25, 0.17, 6.41)  0.3413

=====

No. 2
Density functional theory data (ωB97M-V with the def2-TZVPD basis set) for C32H33F3N6O3PtS2Si as an isolated structure.

- HOMO-LUMO gap: 6.30 eV
- 2S+1: 1
- Charge: -2
- HOMO energy: -1.9 eV
- LUMO: 4.4 eV

Each line ends with the Mulliken charge.
Positions of all 81 atoms, in Å:
Pt (0.44, 0.23, -0.56)  1.2951
S (-0.97, -1.73, -3.33)  1.2907
S (2.10, -1.64, -0.62)  -0.4976
Si (1.71, 2.40, 1.85)  -0.8730
F (-1.85, 1.94, -1.13)  -0.2759
F (-0.14, 3.07, -0.46)  -0.2638
F (-0.15, 2.21, -2.44)  -0.2472
O (1.17, 1.05, 1.19)  -0.7248
O (-2.29, -1.92, -3.89)  -0.7454
O (-0.01, -0.98, -4.10)  -0.7749
N (-1.80, -0.90, 0.25)  -0.1188
N (2.20, -2.16, 2.00)  -0.1085
N (1.72, -3.98, 0.55)  -0.1354
N (1.35, -7.16, -2.41)  -0.5621
N (-1.02, -1.06, -1.86)  -0.4855
N (-2.59, -2.69, -1.08)  -0.4123
C (-1.01, 2.76, 2.49)  0.0383
C (2.00, -2.67, 0.77)  -0.1725
C (1.74, -4.32, 2.90)  -1.1734
C (-1.85, -1.58, -0.91)  0.2746
C (1.63, -4.77, -2.74)  -0.8639
C (3.04, 2.95, -0.57)  0.1016
C (-3.32, -3.07, -0.04)  -0.1630
C (4.24, 4.96, -1.15)  -0.4385
C (0.31, 4.57, 3.29)  -0.2086
C (4.03, 1.12, 2.69)  -1.8549
C (3.94, 5.49, 0.09)  -0.7350
C (3.18, 4.75, 0.99)  -0.2373
C (-2.05, 4.55, 3.70)  -0.4507
C (-2.15, 3.34, 3.03)  -0.6267
C (-0.28, -3.36, -3.12)  -0.5940
C (-0.47, 1.90, -1.13)  0.3046
C (1.08, -3.51, -2.95)  -0.5067
C (2.06, -2.97, 3.03)  0.0192
C (1.20, -6.20, 1.30)  -1.1075
C (-1.10, -4.48, -3.09)  -0.1572
C (2.72, 3.47, 0.68)  0.9522
C (3.36, 3.01, 4.17)  -1.8951
C (-3.35, -2.41, 1.18)  -1.0282
C (1.59, -4.78, 1.59)  0.8500
C (3.79, 3.69, -1.48)  -0.7943
C (-2.52, -1.30, 1.27)  0.0213
C (2.84, 1.87, 3.30)  2.3516
C (-0.57, -5.74, -2.88)  -0.7681
C (0.81, -5.89, -2.69)  1.1294
C (-0.82, 5.17, 3.83)  -0.8163
C (0.25, 3.35, 2.61)  0.7964
C (2.05, 0.88, 4.16)  -1.6183
H (1.72, -2.64, -2.96)  0.8201
H (3.71, 0.30, 2.05)  0.2123
H (1.50, -6.46, 0.28)  0.1868
H (0.86, -7.91, -2.87)  0.2179
H (4.28, 6.48, 0.36)  0.3821
H (1.70, 0.05, 3.56)  0.0532
H (2.69, -4.86, -2.55)  0.1490
H (2.20, -2.53, 4.01)  0.4255
H (2.69, 0.49, 4.97)  0.5343
H (1.27, 5.07, 3.41)  0.1099
H (3.95, 3.72, 3.59)  0.3126
H (2.54, 3.55, 4.65)  0.3021
H (-2.94, 5.02, 4.12)  0.3338
H (4.67, 0.71, 3.49)  0.5144
H (-2.41, -0.73, 2.19)  0.4211
H (4.00, 2.61, 4.96)  0.5016
H (2.34, -7.21, -2.60)  0.2427
H (4.65, 1.79, 2.08)  0.3775
H (0.12, -6.31, 1.36)  0.2107
H (2.69, 1.96, -0.84)  0.3213
H (-0.73, 6.11, 4.35)  0.3817
H (-1.09, 1.82, 1.95)  0.2608
H (2.95, 5.19, 1.95)  0.0802
H (-3.95, -2.76, 2.01)  0.3683
H (-1.22, -6.60, -2.83)  0.2729
H (4.82, 5.53, -1.87)  0.3291
H (-3.11, 2.86, 2.90)  0.4061
H (1.18, 1.36, 4.63)  0.2958
H (4.02, 3.26, -2.45)  0.4110
H (-2.17, -4.34, -3.20)  0.4417
H (-3.90, -3.98, -0.19)  0.3647
H (1.63, -4.96, 3.76)  0.3700
H (1.65, -6.90, 2.01)  0.3995

=====

No. 3
Density functional theory data (ωB97M-V with the def2-TZVPD basis set) for C32H33FN7O2PbSe as an isolated structure.

- HOMO-LUMO gap: 6.52 eV
- 2S+1: 1
- Charge: +1
- HOMO energy: -9.8 eV
- LUMO: -3.3 eV

Each line ends with the Mulliken charge.
Positions of all 77 atoms, in Å:
Pb (0.59, 0.18, 0.05)  1.3041
Se (0.63, -3.49, -7.19)  0.3184
F (-2.33, 0.88, -0.85)  -0.3658
O (3.29, -3.29, 2.51)  -0.4347
O (2.75, -1.72, 0.96)  -0.6163
N (-0.01, 0.38, -2.43)  -0.0135
N (1.54, -2.00, 2.87)  -0.7898
N (-0.69, 1.71, 1.20)  0.2731
N (0.21, -2.10, -1.19)  -0.2774
N (0.75, -0.88, 2.62)  0.4903
N (0.91, -4.05, -5.55)  -0.8305
N (0.12, -1.88, -6.69)  -0.8213
C (-2.09, 3.74, 1.33)  -0.6616
C (-0.33, 1.53, -3.00)  -0.1700
C (-3.71, 4.20, -0.40)  -0.6991
C (-0.46, 0.55, -5.16)  -0.5965
C (0.97, -4.34, -2.64)  -0.7220
C (-2.59, -1.15, 3.08)  -1.5281
C (1.61, 3.33, 2.54)  0.5479
C (2.31, 2.85, 1.27)  -1.3404
C (-3.46, 2.95, -0.94)  -0.5411
C (0.62, -3.06, -4.74)  0.8418
C (-0.09, -0.66, -4.58)  0.3977
C (-3.03, 4.58, 0.75)  -1.0987
C (0.59, 2.42, 3.21)  1.0329
C (-0.60, 1.66, -4.36)  -1.2013
C (-1.73, 2.52, 0.74)  0.7001
C (-1.44, 1.06, 3.43)  1.1389
C (4.39, -3.76, 1.72)  -0.6493
C (-1.26, 1.03, 4.81)  -0.4142
C (-0.50, 1.75, 2.62)  -0.5468
C (-0.18, 1.67, 5.40)  -1.7048
C (0.72, 2.35, 4.61)  -1.0787
C (0.42, -3.26, -0.60)  -0.1915
C (0.07, -0.73, -3.19)  -0.1154
C (0.19, -1.84, -5.38)  0.7970
C (0.33, -2.02, -2.53)  -0.0238
C (-2.50, 2.14, -0.36)  0.2336
C (-2.66, 0.36, 2.85)  1.1638
C (2.56, -2.29, 2.01)  0.6005
C (0.66, -3.15, -3.30)  0.3904
C (-3.94, 0.95, 3.43)  -1.6608
C (0.85, -4.40, -1.27)  -1.0483
C (1.01, 4.73, 2.29)  -1.5912
H (5.25, -3.85, 2.39)  0.2713
H (-3.98, 2.03, 3.25)  0.3627
H (-3.23, 5.53, 1.22)  0.4365
H (1.65, 2.93, 0.40)  0.1074
H (-0.21, -1.05, 2.90)  -0.1730
H (0.23, -3.29, 0.47)  0.6381
H (-1.60, 4.05, 2.24)  0.6222
H (0.30, 4.72, 1.46)  0.2731
H (3.17, 3.48, 1.07)  0.5492
H (2.40, 3.47, 3.28)  0.6919
H (-2.41, -1.39, 4.13)  0.2804
H (-4.01, 0.78, 4.50)  0.3395
H (0.49, 5.08, 3.18)  0.3332
H (1.29, -5.19, -3.22)  0.5508
H (1.81, 5.44, 2.05)  0.5053
H (-2.69, 0.52, 1.77)  -0.1958
H (-4.01, 2.58, -1.79)  0.5236
H (1.08, -0.06, 3.14)  0.1332
H (1.57, -2.40, 3.79)  0.2691
H (-4.82, 0.50, 2.96)  0.4602
H (-0.90, 2.62, -4.76)  0.4443
H (-1.97, 0.51, 5.43)  0.4390
H (2.68, 1.83, 1.37)  0.1873
H (-0.36, 2.40, -2.35)  0.6588
H (-4.42, 4.87, -0.87)  0.4298
H (-0.06, 1.65, 6.47)  0.4164
H (4.14, -4.74, 1.31)  0.2508
H (1.53, 2.88, 5.08)  0.4491
H (-3.53, -1.62, 2.79)  0.4724
H (-0.62, 0.60, -6.23)  0.5565
H (4.61, -3.07, 0.92)  0.3090
H (1.06, -5.31, -0.73)  0.4761
H (-1.80, -1.61, 2.47)  0.4342

=====

The records above yield ΔE to the lowest compared entry with this formula, charge and spin values of 13.3, 35.5, 11.6 kcal per mole, respectively.